176
Properties=species:S:1:pos:R:3:mulliken_charge:R:1 method="wB97M-V/def2-TZVPD" gap_ev=5.767 lumo_ev=-2.22 multiplicity=1
I 1.362 0.940 0.845 0.2967
I -0.023 -0.541 3.608 0.1858
Cl 9.520 -3.802 -0.795 -0.1835
Cl -5.855 0.054 -6.228 -0.1766
Cl -10.631 3.460 -7.276 -0.1726
Cl 5.595 -1.698 3.128 -0.1598
Cl 2.561 -6.804 0.537 -0.1568
Cl 9.729 7.386 -4.186 -0.1541
Cl -2.712 2.223 0.844 0.1461
Cl 7.458 -2.842 -2.619 -0.0152
Cl -1.966 5.529 -6.698 -0.1710
Cl 5.711 6.392 -6.393 -0.1360
Cl -9.820 6.231 1.733 -0.1970
Cl 0.822 6.729 5.244 -0.0297
Cl 3.034 3.433 2.789 -0.0635
Cl 6.795 -4.411 5.853 -0.1724
Cl 2.614 5.853 -2.617 -0.2001
Cl 11.767 -0.437 -2.388 -0.1485
Cl -3.738 0.228 -4.231 -0.1182
Cl 0.382 2.774 3.803 -0.0397
Cl 10.315 0.519 -0.047 -0.1188
Cl 4.393 0.908 -1.396 0.0748
Cl 4.596 -2.918 0.055 -0.0342
Cl 4.363 6.337 1.814 -0.0749
Cl 5.017 -2.621 -4.990 -0.0552
Cl 9.192 -4.700 8.785 -0.1434
Cl 1.132 -4.959 2.283 -0.0782
Cl 1.192 -9.986 -1.630 -0.1566
Cl 3.127 -1.952 4.659 -0.1615
Cl 4.104 -3.579 -9.329 -0.1772
Cl -9.179 2.503 -9.617 -0.1661
Cl -8.496 2.553 -3.520 -0.0236
Cl 3.275 -2.503 -2.510 -0.1562
Cl 6.540 -5.359 9.800 -0.1416
Cl 7.265 0.441 -1.574 -0.1259
Cl 0.380 -7.223 -2.083 -0.1300
Cl -1.360 4.945 4.496 -0.0904
Cl -9.008 3.469 2.187 -0.0144
Cl 2.592 7.190 7.641 -0.0965
Cl 3.411 7.972 4.033 -0.1323
Cl -0.447 4.047 1.044 0.0585
Cl -1.090 -11.669 0.228 -0.1118
Cl -0.394 -14.447 0.773 -0.1593
Cl -1.154 2.766 -6.244 -0.1363
Cl 3.734 -5.220 -5.307 -0.1465
Cl 3.292 -0.816 -9.783 -0.1373
Cl 8.446 4.787 -4.503 -0.1050
Cl -6.455 3.909 -5.360 -0.0453
Cl 3.445 4.568 -6.594 -0.1290
Cl 4.327 -4.665 7.385 -0.1251
Cl -0.060 6.531 8.656 -0.1476
Cl -9.308 5.315 -3.974 -0.1488
Cl 3.011 3.697 -0.696 0.0697
Cl -4.338 4.083 -3.363 -0.1591
F -5.568 -7.437 1.673 -0.2263
F -3.578 -5.827 -0.051 -0.2315
O -5.062 -7.491 4.070 -0.4546
O -6.611 0.009 -0.176 -0.4002
O -1.949 -7.063 1.243 -0.5064
O -2.271 -3.351 3.709 -0.5422
O -7.343 -2.098 2.199 -0.4999
O -6.764 2.303 -0.946 -0.4692
N -3.721 -5.921 2.620 0.2367
C -5.478 0.339 -4.525 0.4665
C -3.188 -3.279 2.742 0.0833
C 4.552 -2.796 4.040 0.6420
C 2.739 -2.481 -9.560 -0.2271
C -4.272 -4.522 2.462 0.1397
C -9.861 3.651 -3.751 -0.2334
C -6.568 3.441 2.248 -0.1788
C -10.373 4.567 1.956 -0.5317
C -3.908 0.540 -0.299 -0.3484
C 11.779 -0.286 -0.627 -0.2510
C 1.401 7.491 8.913 -0.2979
C 4.626 -3.279 -1.675 0.9428
C 9.116 -2.621 -2.047 0.3547
C -6.135 -2.562 1.861 -0.0274
C 1.115 -6.554 1.522 0.1258
C -0.173 -8.887 -1.860 -0.1242
C -7.986 3.105 4.718 -0.3226
C -5.229 -0.301 0.231 0.1955
C 2.006 -2.090 0.963 0.2199
C -0.363 -13.143 -0.421 -0.2444
C -3.391 -1.961 1.732 -0.1118
C -2.048 -1.122 1.208 0.8036
C -2.519 3.864 -6.475 0.4184
C -7.208 2.046 1.619 0.6095
C -0.797 6.153 5.658 -0.4741
C 5.752 -5.509 6.765 -0.2009
C -6.848 1.456 0.111 0.0528
C -6.078 4.194 -3.657 0.3184
C -8.629 1.704 4.137 -0.4249
C -4.796 -6.955 2.876 0.5842
C 3.765 5.057 -1.537 -0.1718
C 4.838 -4.041 -6.028 0.2935
C 1.843 3.735 4.060 -0.1141
C -2.164 3.811 1.393 -0.1917
C -2.371 0.132 0.170 -0.7417
C -6.938 3.980 3.762 -0.5011
C 3.994 6.156 -6.044 0.0415
C 8.001 -4.399 10.057 -0.2552
C 4.820 7.214 3.280 -0.3753
C -3.061 -6.277 1.285 0.5873
C -0.530 -1.551 1.685 -0.4933
C -4.942 -1.560 1.252 0.1679
C -9.167 2.655 -7.855 0.0921
C -8.243 1.217 2.600 -0.1328
C 0.656 -1.164 0.621 -0.4833
C -5.656 -4.154 2.046 -0.2191
C 5.705 0.254 -2.384 0.2552
C 9.550 5.965 -5.223 -0.2672
H -1.488 6.999 5.654 0.4054
H 2.932 -1.434 0.609 0.0172
H 2.279 3.468 5.026 0.4057
H -6.423 5.192 -3.378 0.4175
H -0.771 5.703 6.654 0.1186
H -0.819 -8.933 -0.980 0.0581
H 0.389 -1.418 -0.505 0.3601
H -5.818 4.111 1.624 0.3434
H 2.178 -2.791 -10.445 0.2867
H 6.316 -5.919 7.606 0.1719
H 5.116 -3.207 4.880 -0.5019
H 9.803 -2.746 -2.888 0.3271
H -2.740 4.585 0.879 0.3334
H 2.144 -2.262 2.123 -0.3187
H 0.231 -6.634 0.883 -0.2480
H 4.440 -3.727 -6.996 -0.3506
H -9.111 1.658 -7.413 0.2324
H -10.934 4.257 1.071 0.2793
H 9.219 -1.615 -1.633 -0.4439
H 4.227 -3.606 3.382 0.1889
H -8.284 3.431 5.807 0.3094
H 5.733 0.787 -3.337 0.3355
H 1.578 4.795 4.055 -0.1574
H 4.608 4.689 -2.125 0.2327
H 2.052 -3.079 0.338 0.2291
H -6.449 -4.980 1.803 0.3225
H -4.124 1.424 -1.063 0.6108
H 5.564 -2.913 -2.099 -1.2848
H 9.152 6.280 -6.191 0.2299
H 5.544 7.990 3.019 0.3235
H -3.080 3.554 -7.360 0.2417
H -0.734 -9.198 -2.746 0.3520
H 10.528 5.499 -5.360 0.2972
H -2.321 3.889 2.472 -0.0904
H -5.990 -0.411 -3.917 0.2708
H -6.590 3.444 -3.049 -0.5628
H 5.816 -4.508 -6.165 0.2910
H 3.418 6.929 -6.558 0.3052
H 12.650 0.301 -0.326 0.3253
H -6.501 4.957 4.260 0.3146
H -8.296 3.242 -7.555 0.0041
H 8.437 -4.665 11.023 0.3048
H 5.268 6.513 3.988 0.2447
H -10.422 3.341 -4.636 0.1218
H 4.556 -4.361 -1.815 0.4837
H -1.493 0.789 -0.292 0.2946
H -3.165 3.819 -5.594 -0.3522
H 3.836 6.234 -4.966 -0.0757
H -9.377 1.012 4.744 0.2955
H 1.837 7.225 9.879 0.3049
H -11.019 4.522 2.837 0.2862
H 11.835 -1.283 -0.184 0.2338
H 5.521 -0.809 -2.561 -0.5713
H 5.427 -6.319 6.108 0.2960
H 1.136 8.551 8.907 0.2729
H 7.736 -3.339 10.051 0.2592
H 4.118 5.781 -0.798 0.0294
H -0.923 -13.457 -1.305 0.2940
H -10.507 3.606 -2.871 0.3313
H 1.077 -7.319 2.301 0.3861
H -8.714 0.206 2.225 0.2739
H 0.675 -12.937 -0.696 0.2273
H -5.823 1.337 -4.246 -0.4063
H 2.093 -2.526 -8.679 0.2464
H -0.485 -2.702 1.909 -0.0285

130
Properties=species:S:1:pos:R:3:mulliken_charge:R:1 method="wB97M-V/def2-TZVPD" relative_energy_ev=1.449 gap_ev=5.863 charge=-2 lumo_ev=3.77 multiplicity=1
Cs -1.105 0.261 -0.562 1.7482
Se 1.971 0.610 -0.017 -0.0839
Cl -7.877 -2.654 0.301 -0.3112
O 0.194 -1.780 -0.291 -0.8392
O -3.585 1.262 -0.502 -0.2946
O 2.440 3.723 -1.629 -0.7793
O 1.952 2.535 -3.352 -0.7740
O -0.522 2.018 0.997 -1.0811
N 0.897 -0.682 -3.335 0.1282
N 0.495 4.479 -0.075 -0.5123
N 1.612 3.140 -2.335 1.0215
N -4.306 1.159 -3.312 0.0303
N 0.286 3.212 -2.138 -0.1771
N -1.529 3.930 -1.020 0.1672
N -2.413 3.455 -2.011 -0.9387
N -2.009 1.857 -4.679 0.2447
N -2.408 -1.676 -4.119 -0.5798
C -1.316 -2.533 -3.638 0.1921
C 1.286 -2.149 0.267 0.2142
C 0.539 -4.600 0.402 2.5547
C 0.980 -5.971 0.920 -2.4162
C -5.240 -0.155 -1.468 1.3913
C -0.134 -2.513 -4.596 -0.9524
C 0.355 1.974 1.939 -0.3637
C -5.974 -0.872 1.141 -0.7294
C 3.805 -2.853 1.484 -0.9197
C -5.550 1.369 -5.388 -0.1828
C 2.660 1.465 2.648 -0.0056
C 0.551 -1.150 -4.668 -0.7027
C 3.540 -1.551 1.084 0.4930
C 6.094 -2.120 2.284 -1.7274
C -0.790 -4.254 1.090 -1.7383
C -6.236 -1.118 -1.232 -1.0250
C -1.400 3.273 5.152 -2.4730
C 3.708 3.462 5.511 -1.7206
C 1.154 2.455 4.192 -0.3325
C 1.575 -3.506 0.666 -0.6659
C 1.647 1.430 1.703 0.2185
C 3.516 2.025 5.004 2.3712
C -6.606 -1.466 0.037 0.1455
C 4.865 1.521 4.490 -2.1353
C 5.116 -3.286 2.136 2.2879
C -4.470 1.999 -7.451 -0.8476
C -5.005 0.189 -2.853 -0.8274
C -0.920 2.232 -5.298 -0.0809
C 4.840 -3.851 3.537 -1.6694
C -2.297 1.776 3.386 -1.9390
C -4.541 0.459 -0.362 -0.5859
C -5.599 1.658 -6.768 -0.7651
C 5.798 -4.371 1.289 -1.7709
C -1.712 4.135 2.852 -1.5188
C 2.792 -3.795 1.258 0.0724
C -0.880 2.538 -6.678 -0.8540
C 2.319 -1.201 0.526 -0.6264
C -2.031 2.453 -7.399 -0.8882
C -4.368 1.399 -4.682 0.2227
C 0.114 2.451 3.275 -0.1607
C -1.295 2.905 3.670 2.8080
C 3.094 1.134 6.181 -1.6499
C -3.235 2.076 -6.760 0.8302
C 0.319 -4.719 -1.113 -1.2525
C -4.984 0.050 0.949 -0.4296
C 2.443 1.988 3.917 -0.8431
C -3.171 1.783 -5.379 0.3048
C -0.206 3.822 -1.041 0.3156
H 5.211 2.107 3.637 0.3800
H -0.984 4.944 2.961 0.3132
H -2.025 0.876 3.943 0.4028
H 6.736 -4.695 1.753 0.4566
H -3.160 -1.695 -3.437 0.2344
H -1.544 -5.013 0.858 0.4445
H -1.787 3.843 1.806 -0.2891
H -6.466 1.144 -4.856 0.5446
H -5.521 -0.475 -3.566 0.3710
H -2.093 -0.708 -4.112 0.1382
H 5.773 -4.152 4.027 0.4966
H 1.405 -1.218 -5.360 0.4303
H 3.624 1.061 2.371 0.2671
H 4.185 -4.723 3.489 0.2915
H -2.965 2.679 -1.624 0.3661
H 0.188 -6.698 0.718 0.4487
H -1.146 -3.282 0.757 0.2055
H -2.436 3.537 5.380 0.4550
H 2.983 -4.819 1.560 0.3134
H 0.592 -3.264 -4.263 0.3526
H 0.031 4.461 0.824 0.1600
H -0.023 2.305 -4.691 0.2299
H -2.689 4.506 3.179 0.5723
H -0.771 4.131 5.407 0.4317
H 1.558 -1.300 -2.878 0.0274
H -6.552 1.614 -7.282 0.3626
H 0.958 2.833 5.188 0.3108
H 3.853 1.143 6.971 0.4818
H 3.999 4.119 4.689 0.3422
H -1.850 3.045 -2.751 0.2167
H 2.954 0.105 5.844 0.3011
H -0.470 -2.797 -5.598 0.3758
H -0.955 -2.223 -2.654 -0.2188
H 2.787 3.857 5.944 0.2959
H -0.474 -5.442 -1.334 0.4789
H 5.614 1.594 5.284 0.4705
H -2.296 1.550 2.322 0.3232
H 4.804 0.476 4.180 0.1710
H 4.348 -3.099 4.157 0.2801
H 1.460 4.180 -0.035 0.3672
H 2.149 1.473 6.612 0.3012
H 6.017 -3.989 0.290 0.3505
H -2.048 2.679 -8.460 0.3640
H 1.890 -6.322 0.425 0.4092
H -0.141 -0.430 -5.110 0.1688
H -0.656 -4.224 2.175 0.3635
H -1.974 4.208 -0.164 0.4546
H -4.479 0.503 1.794 0.4499
H 5.155 -5.246 1.177 0.3014
H -1.689 -3.557 -3.555 0.5470
H 1.239 -5.055 -1.602 0.3133
H 6.356 -1.694 1.313 0.3730
H 0.037 -3.752 -1.521 -0.1826
H -6.730 -1.580 -2.081 0.3927
H -3.307 2.078 3.685 0.5349
H -1.116 2.436 5.794 0.4073
H 7.014 -2.467 2.763 0.4854
H 1.157 -5.958 1.998 0.4352
H 4.487 3.499 6.280 0.4557
H -6.272 -1.158 2.142 0.4053
H 5.671 -1.323 2.899 0.0435
H 1.296 0.250 -3.345 0.0793
H -4.499 2.225 -8.510 0.3454
H 4.286 -0.775 1.194 0.5471
H 0.056 2.831 -7.135 0.4599

127
Properties=species:S:1:pos:R:3:mulliken_charge:R:1 method="wB97M-V/def2-TZVPD" relative_energy_ev=0.934 gap_ev="3.077 / 4.595" charge=-2 lumo_ev="3.36 / 3.36" multiplicity=4
V 1.969 -0.472 -0.283 0.5215
Cl -1.394 5.431 -6.994 -0.2541
S -0.447 -0.005 4.379 -0.3326
Si 2.684 1.342 1.220 1.2030
Si 3.230 0.805 -1.997 0.8328
O 2.834 -2.986 -2.853 -0.8213
O -1.077 -2.346 1.607 -0.8995
O -0.453 0.520 0.277 0.0732
O -0.271 -0.176 2.869 -0.3928
O -5.230 -1.782 -3.900 -0.7289
N 0.077 -1.502 -1.665 -0.0077
N -1.036 -1.502 -3.626 -1.0790
N -1.868 -1.796 -2.590 1.1618
C -5.845 -2.100 -1.177 -2.0198
C -4.803 -0.926 5.329 -0.5567
C -1.183 -1.801 -1.448 -0.5792
C -4.321 -1.135 -2.977 2.6877
C -5.096 -0.837 -1.646 2.5478
C -1.414 2.600 4.157 -0.4516
C -6.146 0.253 -1.902 -1.9886
C 4.734 -0.020 -2.855 -1.6337
C 4.862 -4.678 0.563 -0.3179
C -3.242 -2.231 -2.787 -2.6495
C -0.899 3.374 -5.305 -0.7965
C -2.110 -0.461 4.684 0.7849
C 5.479 4.346 0.211 -0.6886
C 4.733 -2.272 2.136 -2.2936
C 4.922 3.178 -1.814 -0.4353
C 2.498 -4.796 0.333 -0.3359
C 3.976 2.422 0.283 0.3316
C -1.283 2.407 -4.388 0.0623
C 5.598 4.208 -1.171 -0.7069
C -2.470 -0.901 5.969 -0.6573
C 4.984 -5.929 -0.037 -0.7262
C -3.187 4.103 -5.452 -1.0010
C -0.465 1.703 4.717 1.0926
C -3.794 -1.138 6.280 -0.4415
C 0.274 3.463 6.214 -0.5727
C -3.016 1.201 -3.010 1.2773
C 1.374 2.746 1.440 -1.3664
C -0.664 4.350 5.661 -0.5113
C -2.609 2.273 -3.991 -1.0207
C 0.121 -1.340 -3.021 -0.9100
C 4.113 2.269 -1.113 0.2749
C 0.370 2.163 5.762 -0.6137
C 3.485 -2.658 1.328 4.3338
C 2.610 -6.046 -0.258 -0.7399
C 2.293 -2.567 2.284 -1.2651
C -1.501 3.894 4.637 -0.7232
C 3.385 1.194 2.990 -1.4624
C -3.119 -0.244 3.726 -0.3662
C 4.675 3.462 0.920 -0.6586
C -4.195 -0.413 -0.475 -1.9611
C 3.860 -6.625 -0.452 -0.4545
C -1.856 4.208 -5.832 0.4292
C -3.779 0.088 -3.739 -2.0884
C -3.549 3.134 -4.531 -0.0450
C 3.621 -4.075 0.757 -0.5354
C 3.330 -1.679 0.131 -0.6696
C 2.440 1.704 -3.513 -1.3729
C -4.448 -0.474 4.062 -0.6979
H 5.033 3.077 -2.893 0.1746
H 1.374 -2.977 1.868 -0.0427
H 4.538 -1.320 2.632 0.1692
H -5.704 1.185 -2.262 0.2670
H -4.631 0.547 -4.254 0.8711
H 5.971 -6.355 -0.185 0.3474
H 2.843 0.425 3.557 0.2701
H 4.578 3.587 1.999 0.2765
H 2.556 -3.364 -2.009 0.4261
H -1.693 -1.043 6.714 0.3631
H -5.172 -2.821 -0.705 0.3669
H -3.496 -2.847 -1.929 0.4200
H -3.405 -1.137 -0.278 0.1724
H 1.714 -6.566 -0.580 0.3715
H -6.582 -1.815 -0.422 0.4843
H 3.952 -7.597 -0.923 0.3652
H -3.633 1.657 -2.240 0.3573
H -6.672 0.475 -0.971 0.4966
H 1.029 3.098 0.454 0.2747
H -3.722 0.557 -0.604 0.0721
H 0.507 2.428 2.035 0.0515
H -1.642 -2.023 -0.494 0.6714
H -0.256 1.462 0.181 0.0561
H 5.760 -4.160 0.874 0.3220
H -6.899 -0.075 -2.627 0.4140
H 1.032 -1.112 -3.551 0.8696
H 2.491 -3.107 3.218 0.4963
H 4.286 -1.690 -0.420 0.0824
H -3.924 4.775 -5.871 0.3944
H -0.374 0.390 1.250 -0.0083
H -0.729 5.373 6.010 0.3645
H -4.803 -0.362 0.433 0.5537
H -6.362 -2.593 -1.999 0.3986
H 4.975 -3.025 2.902 0.4770
H -0.909 -1.702 2.327 0.4497
H 1.815 3.613 1.949 0.5165
H -2.837 0.065 2.725 0.2770
H -4.056 -1.490 7.273 0.3431
H 3.223 -2.151 -2.549 0.0849
H -2.124 0.802 -2.523 -0.5021
H 3.286 2.140 3.540 0.5852
H 4.446 0.914 2.965 0.3804
H 6.216 4.897 -1.739 0.3506
H 1.739 2.478 -3.170 0.2047
H 1.512 -4.360 0.446 0.3174
H 0.140 3.474 -5.594 0.5202
H -0.458 -2.040 0.933 -0.2935
H 1.888 1.002 -4.156 0.4214
H -5.220 -0.313 3.316 0.3995
H -2.219 4.575 4.191 0.3372
H -3.127 -0.298 -4.522 0.2155
H 5.360 0.742 -3.342 0.5105
H -4.588 3.059 -4.221 0.3605
H 5.352 -0.541 -2.113 0.2594
H 6.004 5.144 0.726 0.3691
H 0.944 3.805 6.995 0.3295
H -5.838 -1.113 -4.226 0.5217
H -2.057 2.274 3.349 0.3068
H 5.603 -2.129 1.490 0.4260
H 4.442 -0.752 -3.623 0.3874
H -0.531 1.749 -3.970 0.2820
H 2.106 -1.517 2.534 -0.3069
H -3.267 -2.867 -3.666 0.3804
H -5.841 -1.113 5.577 0.3608
H 1.102 1.484 6.188 0.3389
H 3.198 2.196 -4.144 0.4362